{"formula": "C32H47Cl3N8O8RhS2", "method": "ωB97M-V/def2-TZVPD", "charge": 1, "gap_ha": [0.303, 0.260], "fmax_ev_per_a": 1.524, "homo_energy_ev": [-10.5, -11.2], "de_lowest_kj_mol": 236.4, "energy_ha": -4574.52098, "spin_multiplicity": 5, "species": ["Rh", "C", "C", "C", "C", "C", "C", "C", "S", "O", "O", "N", "C", "C", "O", "O", "H", "H", "H", "H", "H", "H", "H", "H", "H", "C", "N", "C", "C", "C", "C", "C", "C", "C", "C", "H", "H", "H", "H", "H", "H", "H", "H", "H", "H", "H", "H", "H", "Cl", "C", "Cl", "Cl", "C", "N", "C", "C", "S", "O", "O", "C", "C", "N", "C", "N", "C", "C", "N", "O", "O", "C", "H", "H", "H", "H", "H", "H", "H", "H", "H", "H", "H", "H", "H", "C", "C", "C", "C", "N", "N", "H", "H", "H", "H", "H", "H", "H", "H", "H", "H", "H", "H"], "xyz": [[-0.56, 0.90, 0.29], [-6.50, -5.89, -0.13], [-5.70, -4.66, 0.18], [-5.64, -4.16, 1.47], [-4.95, -2.99, 1.74], [-4.31, -2.32, 0.71], [-4.36, -2.80, -0.59], [-5.04, -3.98, -0.85], [-3.63, -0.69, 1.00], [-3.95, -0.28, 2.35], [-4.10, 0.15, -0.06], [-1.95, -0.72, 0.99], [-1.42, -1.96, 1.24], [-0.69, -2.37, -0.30], [-1.34, -3.18, -0.89], [0.31, -1.69, -0.41], [-7.03, -6.24, 0.75], [-5.85, -6.68, -0.49], [-7.23, -5.67, -0.91], [-6.14, -4.67, 2.28], [-4.91, -2.57, 2.73], [-3.88, -2.25, -1.38], [-5.08, -4.36, -1.85], [-2.16, -2.74, 1.46], [-0.57, -1.99, 1.92], [-0.99, 4.05, 3.57], [-1.94, 3.04, 4.06], [-1.48, 2.44, 5.31], [-2.18, 1.98, 3.03], [-2.75, 2.49, 1.73], [-3.89, 3.28, 1.70], [-4.48, 3.62, 0.50], [-3.97, 3.13, -0.68], [-2.82, 2.34, -0.67], [-2.20, 2.06, 0.53], [-0.71, 4.73, 4.37], [-1.43, 4.62, 2.76], [-0.10, 3.56, 3.18], [-2.84, 3.50, 4.23], [-0.48, 2.04, 5.17], [-2.14, 1.63, 5.62], [-1.45, 3.18, 6.11], [-2.89, 1.24, 3.42], [-1.23, 1.49, 2.81], [-4.34, 3.62, 2.63], [-5.37, 4.24, 0.49], [-4.46, 3.32, -1.62], [-2.47, 1.92, -1.60], [-0.37, 3.36, -2.39], [0.19, 4.34, -1.11], [0.65, 5.92, -1.56], [1.03, 5.07, 1.30], [0.37, 3.79, 0.16], [0.24, 2.66, 0.69], [5.53, -3.32, -5.08], [5.49, -2.13, -4.14], [4.10, -1.05, -4.61], [2.87, -1.54, -4.06], [4.15, -0.77, -6.01], [4.48, 0.52, -3.72], [3.32, 1.49, -3.93], [2.15, 1.09, -3.18], [1.97, 1.22, -1.85], [0.79, 0.74, -1.48], [0.19, 0.26, -2.59], [1.02, 0.48, -3.67], [0.72, 0.20, -5.03], [1.40, 0.73, -5.88], [-0.25, -0.48, -5.22], [2.97, 1.79, -0.91], [6.40, -3.93, -4.88], [5.58, -2.96, -6.11], [4.63, -3.92, -4.96], [6.38, -1.52, -4.24], [5.33, -2.42, -3.11], [5.39, 0.92, -4.17], [4.63, 0.26, -2.68], [3.07, 1.50, -4.99], [3.60, 2.51, -3.62], [-0.77, -0.21, -2.59], [3.91, 2.02, -1.40], [3.12, 1.05, -0.12], [2.58, 2.69, -0.45], [2.78, -1.87, 3.14], [3.33, -0.87, 2.10], [3.98, 0.33, 2.80], [4.36, -1.58, 1.22], [2.29, -0.37, 1.19], [1.19, 0.29, 1.80], [3.59, -2.25, 3.75], [2.31, -2.71, 2.64], [2.06, -1.41, 3.81], [4.91, 0.02, 3.28], [3.34, 0.76, 3.55], [4.22, 1.09, 2.06], [5.14, -2.01, 1.84], [4.81, -0.89, 0.52], [3.89, -2.39, 0.67], [1.92, -1.11, 0.61], [1.53, 1.17, 2.18], [0.75, -0.27, 2.54]]}


{"formula": "C4H11NOS2", "method": "ωB97M-V/def2-TZVPD", "gap_ha": 0.332, "fmax_ev_per_a": 4.647, "homo_energy_ev": -8.5, "de_lowest_kj_mol": 569.2, "energy_ha": -1085.18767, "species": ["C", "C", "C", "C", "H", "H", "H", "H", "H", "H", "H", "H", "H", "H", "H", "N", "O", "S", "S"], "xyz": [[2.69, 0.11, 0.43], [0.07, -0.79, 0.47], [-0.69, 0.11, -0.58], [-2.10, 0.33, -0.27], [2.79, 1.17, -0.29], [2.11, 0.27, 1.65], [3.77, -0.44, 0.43], [-0.31, -1.87, 0.90], [0.34, -0.06, 1.41], [-0.42, 0.00, -1.72], [-0.13, 2.05, -1.23], [-0.20, 1.77, 0.51], [-2.55, 1.02, -0.90], [-2.17, 0.69, 0.81], [-4.18, -0.90, -0.21], [0.19, 1.36, -0.39], [2.12, -2.37, -0.45], [1.53, -1.00, -0.53], [-2.86, -1.46, -0.05]]}


{"formula": "C7H13N2", "method": "ωB97M-V/def2-TZVPD", "charge": 1, "gap_ha": [0.215, 0.242], "fmax_ev_per_a": 5.955, "homo_energy_ev": [-10.7, -12.7], "de_lowest_kj_mol": 430.2, "energy_ha": -383.47928, "spin_multiplicity": 3, "species": ["C", "C", "C", "C", "C", "C", "C", "N", "N", "H", "H", "H", "H", "H", "H", "H", "H", "H", "H", "H", "H", "H"], "xyz": [[0.34, 1.41, 0.47], [1.16, 0.62, 1.44], [1.08, 1.80, -0.89], [1.64, -0.60, 1.07], [1.69, 0.97, -1.72], [1.58, -1.10, -0.19], [-2.31, -0.78, 0.52], [1.33, -2.22, -0.78], [-2.13, 0.33, -0.47], [0.11, 2.39, 0.78], [1.34, 1.11, 2.39], [1.00, 2.85, -0.84], [2.10, -1.19, 1.84], [-0.75, 1.03, 0.13], [1.92, 0.53, -2.57], [-2.70, -0.33, 1.34], [-3.03, -1.58, 0.32], [-1.32, -1.06, 0.89], [0.78, -2.96, -0.38], [1.36, -2.33, -1.74], [-2.87, 0.94, -0.12], [-2.32, 0.17, -1.47]]}


{"formula": "C23H36P2W", "method": "ωB97M-V/def2-TZVPD", "charge": 2, "gap_ha": [0.160, 0.186], "fmax_ev_per_a": 5.229, "homo_energy_ev": [-12.6, -12.6], "de_lowest_kj_mol": 390.1, "energy_ha": -1646.75654, "spin_multiplicity": 3, "species": ["P", "P", "C", "C", "H", "H", "H", "H", "C", "H", "H", "H", "C", "H", "H", "H", "C", "H", "H", "H", "C", "H", "H", "H", "W", "C", "C", "C", "C", "C", "C", "C", "C", "C", "H", "H", "H", "H", "H", "H", "H", "H", "H", "H", "H", "H", "H", "H", "H", "C", "C", "C", "C", "C", "C", "C", "C", "H", "H", "H", "H", "H"], "xyz": [[0.15, -2.31, -2.72], [-0.18, 1.41, -2.97], [-0.49, -1.18, -4.00], [0.26, 0.14, -4.21], [-1.58, -1.01, -3.84], [-0.36, -1.77, -4.93], [1.37, 0.05, -4.25], [-0.09, 0.64, -5.13], [-1.61, 2.28, -3.65], [-1.99, 3.03, -2.94], [-2.40, 1.57, -3.92], [-1.22, 2.78, -4.55], [1.19, 2.55, -3.21], [0.92, 3.10, -4.13], [2.13, 2.01, -3.37], [1.28, 3.25, -2.37], [-1.08, -3.53, -2.42], [-0.83, -4.09, -1.50], [-1.05, -4.21, -3.28], [-2.09, -3.09, -2.35], [1.61, -3.04, -3.40], [2.39, -2.28, -3.59], [1.31, -3.51, -4.35], [1.99, -3.79, -2.70], [-0.10, -1.61, 1.23], [1.05, 1.83, 0.68], [-0.33, 2.12, 0.59], [-1.35, 1.52, -0.37], [-1.65, -0.01, -0.87], [-0.68, -1.17, -0.77], [0.80, -1.32, -1.41], [1.40, 0.06, -1.33], [1.75, 0.51, 0.07], [1.77, -2.32, 1.86], [1.37, 1.75, 1.71], [-0.79, 2.26, 1.56], [-1.30, 2.16, -1.28], [-2.30, 1.77, 0.12], [-2.57, -0.34, -0.37], [-2.04, 0.09, -1.91], [-1.26, -2.17, -0.85], [1.46, -2.06, -0.92], [0.54, 0.77, -1.55], [2.25, 0.13, -2.06], [1.84, -0.34, 0.87], [2.81, 0.82, -0.23], [2.34, -1.65, 2.52], [2.39, -2.83, 1.12], [1.17, -3.04, 2.49], [-0.58, -0.26, 2.78], [-0.83, 0.22, 3.93], [-0.79, 0.71, 5.33], [-1.39, 0.05, 6.46], [-1.24, 0.53, 7.77], [-0.48, 1.68, 8.04], [0.10, 2.36, 6.96], [-0.05, 1.89, 5.64], [-1.96, -0.86, 6.30], [-1.70, 0.00, 8.61], [-0.35, 2.04, 9.06], [0.68, 3.26, 7.16], [0.43, 2.43, 4.84]]}


{"formula": "C9H20O9Zn", "method": "ωB97M-V/def2-TZVPD", "gap_ha": 0.306, "fmax_ev_per_a": 2.943, "homo_energy_ev": -8.5, "energy_ha": -2811.38641, "species": ["Zn", "O", "H", "O", "H", "C", "O", "C", "O", "O", "C", "H", "H", "H", "H", "H", "H", "C", "O", "C", "O", "O", "C", "H", "H", "H", "H", "H", "H", "C", "C", "O", "C", "H", "H", "H", "H", "H", "H"], "xyz": [[-0.95, -0.99, -0.78], [0.93, -1.55, -0.38], [1.14, -0.78, 0.15], [-1.23, 0.57, 0.25], [-0.81, 1.40, 0.36], [-0.40, -1.65, 2.82], [-1.71, -2.23, 2.91], [-2.36, -2.42, 1.81], [-1.88, -2.40, 0.70], [-3.61, -2.75, 2.11], [-4.60, -2.79, 1.12], [-0.45, -0.69, 2.31], [0.26, -2.38, 2.36], [-0.09, -1.42, 3.84], [-5.61, -2.98, 1.46], [-4.45, -3.52, 0.31], [-4.59, -1.83, 0.59], [0.89, 2.51, -2.22], [0.62, 1.91, -3.49], [-0.01, 0.76, -3.55], [-0.34, 0.14, -2.56], [-0.21, 0.43, -4.79], [-0.69, -0.88, -5.09], [1.49, 3.39, -2.39], [1.46, 1.76, -1.65], [-0.02, 2.60, -1.62], [-1.40, -1.14, -4.30], [0.15, -1.56, -5.19], [-1.28, -0.86, -6.00], [4.04, 2.23, 2.76], [3.10, 2.33, 1.57], [3.38, 2.90, 0.55], [1.82, 1.53, 1.71], [4.28, 1.17, 2.83], [3.52, 2.51, 3.67], [4.98, 2.73, 2.51], [1.26, 1.59, 0.78], [1.22, 1.85, 2.56], [2.16, 0.52, 1.96]]}


{"formula": "C33H36Br2N2P2Pt", "method": "ωB97M-V/def2-TZVPD", "charge": 2, "gap_ha": 0.291, "fmax_ev_per_a": 1.743, "homo_energy_ev": -14.3, "energy_ha": -7338.24544, "species": ["Pt", "Br", "C", "Br", "H", "H", "C", "C", "P", "C", "C", "C", "C", "C", "C", "C", "C", "C", "C", "C", "C", "C", "P", "C", "C", "C", "C", "C", "C", "C", "C", "C", "C", "C", "C", "H", "H", "H", "H", "H", "H", "H", "H", "H", "H", "H", "H", "H", "H", "H", "H", "H", "H", "H", "H", "H", "H", "H", "H", "H", "H", "C", "C", "C", "C", "N", "N", "C", "H", "H", "H", "H", "H", "H", "H", "H"], "xyz": [[0.36, -0.22, 0.27], [1.90, -1.74, 2.26], [2.54, -0.16, 3.17], [1.59, 1.37, 2.50], [3.59, -0.04, 2.96], [2.33, -0.26, 4.23], [-3.20, 1.02, -0.12], [-2.42, 0.98, -1.43], [-0.63, 1.08, -1.19], [-0.32, 2.77, -0.65], [-0.52, 3.14, 0.69], [-0.31, 4.45, 1.09], [0.10, 5.40, 0.16], [0.28, 5.04, -1.17], [0.08, 3.73, -1.58], [0.09, 0.88, -2.82], [1.45, 1.14, -3.00], [2.03, 0.98, -4.24], [1.26, 0.57, -5.32], [-0.09, 0.33, -5.16], [-0.68, 0.48, -3.91], [-3.14, -0.33, 0.58], [-1.56, -0.70, 1.36], [-1.66, -0.01, 3.03], [-0.83, -0.48, 4.04], [-0.91, 0.05, 5.32], [-1.82, 1.07, 5.59], [-2.65, 1.54, 4.59], [-2.57, 1.00, 3.31], [-1.54, -2.50, 1.47], [-1.87, -3.19, 2.63], [-1.92, -4.57, 2.63], [-1.64, -5.28, 1.48], [-1.31, -4.61, 0.30], [-1.27, -3.23, 0.30], [-4.23, 1.29, -0.32], [-2.80, 1.81, 0.52], [-2.68, 1.85, -2.04], [-2.65, 0.09, -2.01], [-0.83, 2.40, 1.42], [-0.46, 4.73, 2.12], [0.27, 6.42, 0.47], [0.58, 5.79, -1.90], [0.24, 3.46, -2.61], [2.05, 1.49, -2.17], [3.08, 1.20, -4.38], [1.71, 0.45, -6.30], [-0.70, 0.02, -6.00], [-1.74, 0.30, -3.80], [-3.32, -1.14, -0.14], [-3.92, -0.44, 1.34], [-0.13, -1.28, 3.85], [-0.27, -0.33, 6.10], [-1.89, 1.48, 6.59], [-3.37, 2.32, 4.81], [-3.24, 1.39, 2.55], [-2.11, -2.65, 3.54], [-2.20, -5.10, 3.54], [-1.67, -6.37, 1.49], [-1.11, -5.17, -0.60], [-1.06, -2.69, -0.62], [2.87, -3.11, -3.72], [2.88, -2.12, -2.61], [3.87, -1.26, -2.16], [3.32, -0.57, -1.08], [2.06, -0.98, -0.86], [1.82, -1.91, -1.83], [3.97, 0.46, -0.22], [3.79, -3.03, -4.30], [2.03, -2.94, -4.39], [2.81, -4.13, -3.33], [4.86, -1.16, -2.56], [0.95, -2.42, -1.81], [4.73, 1.00, -0.78], [4.47, -0.02, 0.62], [3.25, 1.18, 0.17]]}


{"formula": "C12H13BrCl2NO2S", "method": "ωB97M-V/def2-TZVPD", "charge": 1, "gap_ha": 0.255, "fmax_ev_per_a": 1.632, "homo_energy_ev": -12.1, "energy_ha": -4562.52831, "species": ["C", "C", "N", "C", "C", "Br", "C", "C", "O", "O", "C", "C", "S", "C", "C", "C", "H", "H", "H", "H", "H", "H", "H", "H", "H", "H", "H", "C", "Cl", "Cl", "H", "H"], "xyz": [[-0.32, 3.85, -2.80], [-0.06, 2.68, -2.79], [0.03, 1.35, -2.34], [-1.03, 0.53, -2.59], [-1.05, -0.80, -2.15], [-2.60, -1.86, -2.52], [0.10, -1.28, -1.42], [0.08, -2.76, -0.95], [0.96, -3.48, -1.33], [-0.91, -3.14, -0.11], [1.21, -0.41, -1.15], [2.43, -0.90, -0.33], [3.01, 0.40, 0.86], [1.79, 0.41, 2.26], [0.86, 1.69, 2.07], [1.12, 0.92, -1.65], [-0.61, 4.90, -2.76], [-1.89, 0.95, -3.13], [-1.31, -2.35, 0.30], [2.08, -1.73, 0.31], [3.27, -1.18, -0.99], [2.31, 0.43, 3.24], [1.17, -0.51, 2.26], [0.74, 2.26, 3.02], [-0.13, 1.32, 1.72], [1.29, 2.35, 1.29], [1.92, 1.66, -1.49], [-2.82, -0.98, 2.74], [-2.86, -0.72, 0.98], [-3.80, -2.37, 3.20], [-1.79, -1.15, 3.04], [-3.20, -0.09, 3.23]]}


{"formula": "C5H5ClO2", "method": "ωB97M-V/def2-TZVPD", "gap_ha": 0.336, "fmax_ev_per_a": 2.895, "homo_energy_ev": -8.3, "de_lowest_kj_mol": 284.0, "energy_ha": -804.07904, "species": ["Cl", "C", "C", "O", "C", "C", "O", "C", "H", "H", "H", "H", "H"], "xyz": [[-1.71, -0.70, -0.41], [-1.10, 0.89, 0.20], [0.17, 0.84, 1.10], [0.56, -0.46, 1.41], [1.27, -1.19, 0.43], [1.56, -0.60, -0.76], [1.18, 0.67, -1.15], [0.28, 1.38, -0.30], [-2.01, 1.54, 0.29], [0.26, 1.56, 1.96], [1.40, -2.35, 0.57], [2.10, -0.99, -1.63], [0.36, 2.45, -0.39]]}


{"formula": "C48H39N9O3RbS3Sb", "method": "ωB97M-V/def2-TZVPD", "charge": -2, "gap_ha": 0.172, "fmax_ev_per_a": 1.538, "homo_energy_ev": -1.4, "de_lowest_kj_mol": 56.0, "energy_ha": -4030.10126, "species": ["Rb", "S", "C", "C", "C", "C", "N", "C", "C", "C", "S", "C", "N", "H", "H", "N", "C", "C", "C", "C", "C", "C", "S", "O", "O", "N", "C", "N", "C", "C", "C", "N", "H", "H", "H", "H", "H", "H", "H", "H", "H", "C", "C", "C", "C", "C", "C", "Sb", "C", "C", "C", "C", "C", "C", "C", "C", "C", "C", "C", "C", "H", "H", "H", "H", "H", "H", "H", "H", "H", "H", "H", "H", "H", "H", "H", "C", "C", "O", "C", "C", "C", "C", "C", "C", "H", "H", "H", "H", "H", "H", "H", "H", "N", "C", "C", "N", "C", "C", "N", "H", "H", "H", "H", "H"], "xyz": [[-0.80, 1.39, 0.19], [-3.93, 3.08, 0.01], [-4.87, 1.91, -0.85], [-5.70, 2.32, -1.92], [-6.49, 1.47, -2.67], [-7.31, 2.01, -3.74], [-7.94, 2.46, -4.59], [-6.49, 0.10, -2.37], [-5.69, -0.34, -1.32], [-4.87, 0.49, -0.55], [-3.90, -0.22, 0.71], [-7.31, -0.84, -3.10], [-7.95, -1.61, -3.67], [-5.71, 3.38, -2.15], [-5.70, -1.39, -1.07], [6.43, 1.55, 4.20], [5.54, 1.54, 3.10], [5.88, 2.22, 1.93], [5.02, 2.21, 0.84], [3.83, 1.49, 0.91], [3.51, 0.79, 2.06], [4.36, 0.82, 3.15], [2.72, 1.42, -0.46], [2.09, 0.12, -0.31], [3.51, 1.64, -1.65], [1.53, 2.46, -0.32], [1.67, 3.75, 0.05], [2.87, 4.30, 0.35], [2.88, 5.57, 0.71], [1.74, 6.36, 0.77], [0.56, 5.71, 0.45], [0.49, 4.44, 0.10], [6.99, 2.38, 4.26], [5.97, 1.36, 5.08], [6.81, 2.77, 1.87], [5.26, 2.74, -0.07], [2.58, 0.23, 2.09], [4.10, 0.29, 4.06], [3.86, 5.99, 0.95], [1.77, 7.40, 1.05], [-0.39, 6.24, 0.49], [1.15, -5.84, 2.40], [1.85, -5.68, 1.21], [1.57, -4.62, 0.36], [0.58, -3.69, 0.67], [-0.12, -3.86, 1.87], [0.15, -4.92, 2.72], [-0.09, -2.02, -0.57], [1.35, -2.38, -2.15], [2.72, -2.25, -1.92], [3.64, -2.43, -2.95], [3.21, -2.72, -4.23], [1.85, -2.83, -4.49], [0.93, -2.66, -3.45], [-1.59, -3.25, -1.52], [-1.29, -4.53, -2.00], [-2.26, -5.29, -2.64], [-3.54, -4.79, -2.82], [-3.86, -3.53, -2.33], [-2.89, -2.76, -1.68], [1.36, -6.67, 3.06], [2.63, -6.39, 0.95], [2.13, -4.53, -0.56], [-0.90, -3.16, 2.14], [-0.41, -5.03, 3.64], [3.08, -1.99, -0.93], [4.70, -2.32, -2.74], [3.92, -2.85, -5.04], [1.49, -3.04, -5.49], [-0.13, -2.74, -3.68], [-0.29, -4.94, -1.88], [-2.01, -6.28, -3.01], [-4.30, -5.38, -3.33], [-4.86, -3.13, -2.46], [-3.18, -1.80, -1.26], [-1.62, -0.12, 4.03], [-0.35, 0.55, 3.58], [0.08, 0.38, 2.46], [0.41, 1.47, 4.50], [1.23, 2.43, 3.94], [1.96, 3.29, 4.76], [1.87, 3.16, 6.14], [1.05, 2.19, 6.70], [0.31, 1.35, 5.88], [-2.23, -0.33, 3.15], [-2.18, 0.50, 4.73], [-1.37, -1.07, 4.52], [1.30, 2.51, 2.86], [2.60, 4.04, 4.31], [2.44, 3.82, 6.78], [0.98, 2.10, 7.78], [-0.34, 0.61, 6.32], [-3.68, 1.51, -4.48], [-2.38, 1.24, -4.16], [-2.08, 0.47, -3.02], [-0.84, 0.22, -2.66], [0.15, 0.70, -3.44], [-0.16, 1.42, -4.57], [-1.41, 1.69, -4.95], [-4.36, 1.47, -3.73], [-3.82, 2.24, -5.15], [-2.89, 0.10, -2.39], [1.17, 0.52, -3.13], [0.64, 1.80, -5.20]]}